{
  "formula": "C56H45N6O4Pb",
  "method": "ωB97M-V/def2-TZVPD",
  "symbols": ["Pb", "C", "C", "C", "C", "C", "C", "C", "C", "C", "C", "C", "C", "C", "C", "C", "C", "C", "C", "C", "N", "C", "C", "C", "C", "C", "C", "C", "C", "C", "C", "C", "C", "N", "C", "C", "C", "C", "C", "N", "C", "C", "C", "C", "C", "C", "C", "C", "N", "H", "H", "H", "H", "H", "H", "H", "H", "H", "H", "H", "H", "H", "H", "H", "H", "H", "H", "H", "H", "H", "H", "H", "H", "H", "H", "H", "H", "O", "N", "O", "N", "O", "C", "C", "C", "C", "C", "C", "C", "C", "C", "C", "C", "C", "O", "H", "H", "H", "H", "H", "H", "H", "H", "H", "H", "H", "H", "H", "H", "H", "H", "H"],
  "coordinates": [[0.2162, 0.1496, 0.6957], [6.5009, -4.2917, -0.4713], [5.6909, -4.6216, 0.6114], [4.6095, -3.8715, 1.0426], [4.1909, -2.8025, 0.3067], [4.8930, -2.4527, -0.8542], [6.0688, -3.1507, -1.2013], [3.0435, -2.0387, 0.8195], [1.7903, -2.6674, 0.6995], [1.5929, -4.0395, 0.4187], [0.2906, -4.3336, 0.6697], [-0.4083, -3.1348, 0.9918], [-1.7275, -3.0214, 1.3135], [-2.5809, -4.2674, 1.1611], [-2.7342, -5.1649, 2.2024], [-3.3373, -6.4459, 1.9876], [-3.7439, -6.7769, 0.7221], [-3.7989, -5.8391, -0.3025], [-3.2165, -4.6146, -0.0810], [-2.5148, -1.8129, 1.7117], [-1.9564, -0.6107, 1.8405], [-2.9498, 0.2819, 2.1638], [-2.6904, 1.7836, 2.3184], [-3.7776, 2.4823, 3.1197], [-4.3823, 3.7051, 2.8544], [-5.2844, 4.3053, 3.7233], [-5.6471, 3.6428, 4.8888], [-5.0418, 2.4307, 5.2239], [-4.1222, 1.8817, 4.3162], [-1.3196, 2.2568, 2.8460], [-1.1359, 3.2680, 3.7665], [0.2120, 3.3912, 3.9541], [0.8016, 2.3577, 3.2208], [-0.1701, 1.6570, 2.4766], [2.2162, 2.1535, 3.1671], [2.8814, 1.1143, 2.4240], [4.2880, 0.7697, 2.5785], [4.5189, -0.3353, 1.8576], [3.2927, -0.7884, 1.3702], [2.2914, 0.0998, 1.6916], [2.9598, 3.2104, 3.8547], [2.7534, 3.4265, 5.2275], [3.4223, 4.3905, 5.8598], [4.3051, 5.2377, 5.2180], [4.6370, 4.8969, 3.9001], [3.8330, 4.0660, 3.1768], [-4.1717, -0.4174, 2.2484], [-3.8798, -1.7624, 1.9736], [0.5888, -2.1261, 1.0925], [7.3018, -4.9012, -0.7617], [6.0540, -5.4280, 1.1917], [4.0918, -4.1483, 1.9378], [4.6043, -1.5237, -1.3108], [6.5259, -2.9308, -2.1478], [2.3810, -4.7887, 0.1501], [-0.0824, -5.3691, 0.6662], [-2.2462, -4.9079, 3.1328], [-3.3445, -7.1656, 2.7475], [-4.1826, -7.7000, 0.4519], [-4.1348, -6.0621, -1.3182], [-3.1468, -3.9200, -0.9080], [-4.0837, 4.2673, 1.9383], [-5.7060, 5.3140, 3.4928], [-6.4801, 3.9749, 5.5066], [-5.3212, 1.9643, 6.1006], [-3.5183, 0.9984, 4.5733], [-1.8853, 3.8911, 4.3332], [0.8054, 4.1916, 4.3742], [4.8984, 1.2079, 3.2728], [5.4094, -0.9724, 1.7690], [2.0689, 2.7907, 5.7577], [3.1810, 4.5900, 6.8564], [4.7210, 6.0023, 5.6933], [5.3443, 5.5965, 3.4048], [3.9729, 3.9418, 2.1034], [-5.1203, -0.0481, 2.4696], [-4.6188, -2.4704, 2.0112], [-3.6219, 2.6328, 0.3594], [-2.6129, 2.2310, 0.8501], [3.1832, 0.3401, -6.1039], [2.1341, 0.3429, -6.6955], [1.9294, -0.0207, -7.7944], [-3.2706, -0.8953, -6.3624], [-2.7906, 0.3054, -5.4431], [-2.5553, -0.1621, -4.0030], [-1.5317, 0.9597, -5.9832], [-1.5513, 2.1285, -6.5523], [-0.3387, 2.8704, -6.9490], [0.8636, 2.3720, -6.6483], [1.0648, 1.0756, -5.9082], [1.5767, 1.3934, -4.3993], [1.6639, 0.1688, -3.5545], [0.6699, 2.3282, -3.6357], [-0.2339, 0.2285, -5.8014], [-0.0652, -0.9955, -5.7218], [-4.2468, -1.2491, -6.1441], [-2.5603, -1.7330, -6.2978], [-3.3808, -0.5286, -7.4163], [-3.6113, 1.0129, -5.5111], [-1.8371, -0.9707, -4.1158], [-3.3957, -0.5855, -3.4534], [-2.1050, 0.5788, -3.2951], [-2.5757, 2.5001, -6.7471], [-0.3754, 3.8927, -7.3366], [1.7424, 2.9258, -6.8729], [2.6128, 1.7767, -4.5331], [0.6527, -0.3296, -3.4257], [2.0987, 0.3015, -2.4979], [2.4192, -0.4607, -4.0046], [-0.2947, 1.7790, -3.4445], [0.4777, 3.2634, -4.2170], [1.0786, 2.5577, -2.6265]],
  "forces_ev_per_a": [[-0.89, -0.10, -0.15], [-2.92, 2.26, -0.10], [1.20, 0.08, 0.05], [0.90, -1.10, -0.34], [0.13, 0.57, -0.26], [1.18, -0.45, 1.07], [-0.73, -0.86, -0.03], [-0.51, -0.23, -1.35], [-0.79, 1.52, 1.39], [0.30, -2.26, -0.39], [0.52, -1.75, -0.72], [0.93, 1.04, 1.00], [-1.98, 0.59, 0.03], [-0.56, -0.44, -1.03], [0.02, -0.91, -0.32], [1.12, 2.03, -0.75], [-1.12, 0.39, -0.53], [0.92, 0.58, -0.03], [0.98, 1.03, 0.60], [1.26, -2.38, -0.58], [0.66, 2.15, -0.13], [0.52, -0.61, 0.15], [0.32, 0.58, -0.47], [-0.62, -0.15, 0.35], [0.77, 1.17, -1.46], [-0.33, 0.54, -0.04], [-0.39, -0.51, 0.16], [0.67, 1.20, -2.77], [0.53, -0.60, 1.31], [-1.61, -1.91, -0.42], [-1.68, 1.83, 1.35], [0.99, 0.02, -0.37], [0.31, -0.60, -1.21], [0.89, 1.07, 1.53], [0.05, -1.66, -2.10], [-0.29, 1.04, 1.76], [-1.80, 0.24, -0.88], [1.87, -1.07, 0.14], [-2.72, 0.49, -0.29], [0.65, 0.15, 0.16], [0.45, 0.07, 0.34], [-0.22, -2.05, -1.61], [0.58, 2.04, 0.55], [-0.97, -4.21, -2.53], [0.25, 3.44, 0.30], [0.27, -1.91, -0.40], [1.77, -0.40, -0.40], [0.56, 2.36, 0.19], [-0.18, -0.07, -0.66], [1.07, -0.57, -0.37], [-0.06, -0.94, 0.74], [-0.22, -0.08, 0.35], [-0.06, 0.03, -0.65], [0.45, 0.38, -0.15], [-0.95, 0.97, 0.28], [-0.15, 0.78, -0.12], [-0.20, -0.17, 0.25], [-0.08, -0.84, 1.10], [-0.20, -1.24, 0.35], [-0.12, -0.16, 0.48], [0.01, 0.20, 0.05], [-0.39, -0.52, 0.89], [0.35, -1.07, 0.11], [0.35, 0.35, 0.00], [-0.32, -1.11, 1.69], [-0.71, 0.21, 0.06], [0.70, -0.91, -1.14], [-0.65, -0.16, 0.36], [1.63, 1.30, 1.28], [-0.28, 0.66, 0.24], [-0.13, -0.19, 0.10], [-0.26, 0.24, 1.59], [1.94, 3.05, 1.93], [-0.40, -0.80, 0.08], [-0.02, -0.03, 0.23], [-1.27, 0.69, 0.39], [-1.26, -2.02, -0.11], [-0.12, 0.00, 0.03], [0.06, -0.25, -0.29], [1.57, -0.80, -0.49], [-0.06, 1.35, 2.89], [-0.62, -0.92, -2.14], [1.35, 1.09, -0.63], [-0.79, -1.11, -0.63], [0.74, -0.06, 0.56], [0.07, -2.89, 1.97], [-0.47, 2.23, -1.39], [0.17, -0.09, 0.52], [-0.75, -0.25, 0.11], [-1.49, 0.81, 1.05], [0.53, 0.38, -0.34], [0.35, -1.68, 1.59], [-1.15, 0.78, -0.25], [1.56, -1.51, -1.29], [-1.07, 2.18, 0.10], [-0.91, -0.27, 0.81], [-0.21, 0.32, -0.23], [0.53, -0.34, 0.72], [0.05, 0.48, 0.17], [0.15, -0.16, 0.41], [-0.37, 0.13, -0.46], [-0.36, -0.26, -0.85], [0.86, 0.36, 0.05], [-0.31, -0.51, -0.12], [0.71, 0.42, -0.11], [-0.87, 0.14, 0.11], [1.39, 0.33, -0.19], [-0.85, 0.51, -1.45], [-0.32, -0.89, -0.12], [0.73, 0.82, -0.20], [-0.06, -0.56, 0.76], [-0.09, -0.06, -0.83]],
  "mulliken_charge": [0.9126, -0.6502, -0.6874, -0.1698, -0.7129, -0.3266, -0.6742, 1.3597, 0.3048, -0.7766, -1.1001, -0.1667, 1.6476, -0.9177, 0.0784, -0.7848, -0.4174, -0.5084, -0.1651, 0.0703, 0.0404, -0.8676, 3.2098, -0.8166, 0.2899, -0.9521, -0.2455, -1.2972, 0.2399, -0.6801, -1.0962, -1.1469, 0.5162, -0.0485, 1.2490, 0.0510, -1.3587, -1.0991, 0.1276, 0.0762, 0.0524, -0.5827, -0.6276, -0.6228, -0.7852, -0.2282, -1.1530, -1.2833, -0.2991, 0.4672, 0.3762, 0.5474, 0.4909, 0.3593, 0.4079, 0.3757, 0.4356, 0.4088, 0.3844, 0.3329, 0.4957, 0.2871, 0.3233, 0.3522, 0.4976, 0.4083, 0.2923, 0.4617, 0.6481, 0.4350, 0.5002, 0.4177, 0.5713, 0.2698, 0.4483, 0.7570, 0.6652, -0.5622, 0.1684, -0.6377, 1.1276, -0.6533, -1.5102, 0.2693, -1.5158, 0.1227, -0.0365, -0.7821, -1.3428, 1.7141, 0.2289, -0.9223, -1.1608, -0.1925, -0.6129, 0.4921, 0.3001, 0.3333, 0.6135, 0.2944, 0.4679, 0.1168, 0.3835, 0.3265, 0.4742, 0.5640, 0.0718, 0.1811, 0.4591, -0.0082, 0.3137, 0.5201],
  "charge": -1,
  "e_tot_ev": -81174.3701,
  "homo_lumo_gap_ev": [4.5, 4.5],
  "relative_energy_ev": 0.000
}